Here is C5H8 in the gas phase from the Open Molecules 2025 dataset. Energies are from ωB97M-V/def2-TZVPD.

Bonds (Å) are listed after each position.
Positions of all 13 atoms, in Å:
1 C -0.0736 -0.9186 0.7661  C2 1.555, C5 1.528, H6 1.095, H7 1.094
2 C -1.0480 0.0438 0.0304  C1 1.555, C3 1.834, C4 1.841, H8 1.093, H9 1.083
3 C -0.2664 1.6154 -0.4998  C2 1.834, C4 1.381, H10 1.103
4 C 0.5246 0.5239 -0.7980  C2 1.841, C3 1.381, C5 1.528, H11 1.102
5 C 1.2085 -0.1897 0.3678  C1 1.528, C4 1.528, H12 1.092, H13 1.092
6 H -0.1154 -1.9187 0.3213  C1 1.095
7 H -0.2615 -1.0170 1.8395  C1 1.094
8 H -1.6437 -0.4418 -0.7467  C2 1.093
9 H -1.6942 0.6029 0.6956  C2 1.083
10 H -0.8311 1.9060 -1.4013  C3 1.103
11 H 0.6364 0.0533 -1.7878  C4 1.102
12 H 2.0632 -0.8143 0.1015  C5 1.092
13 H 1.5011 0.5547 1.1115  C5 1.092

The relative energy (zero: lowest compared OMol25 entry of this formula, charge and spin) is 393.5 kJ/mol. As for the energy: -5310.08839 eV. The gap between HOMO and LUMO comes out at 8.69 eV. The molecular weight comes out at 68.12 g/mol. As for the spin multiplicity: 1.